(1)
C4H10N3 | ωB97M-V/def2-TZVPD

Structure (XYZ):
```
17
Properties=species:S:1:pos:R:3:forces:R:3:nbo_charge:R:1
H 2.880141 0.610765 3.234081 0.950 -0.127 0.115 0.397
H -1.487386 1.484928 -2.684784 -0.206 -0.049 0.057 0.209
H 0.204541 -0.513511 -0.421472 -1.077 1.139 0.762 0.462
H -0.500391 2.454387 -1.440541 -0.227 -0.243 -0.325 0.202
H 2.462411 -0.836325 3.775304 0.381 -0.552 0.077 0.399
N 2.268775 -0.539880 1.930804 -2.562 -1.160 -6.282 -0.120
C -2.269104 -0.451823 -1.080728 0.692 -0.069 -1.001 -0.662
C -1.294612 0.644236 -0.707632 -1.883 1.839 -3.405 -0.316
C -1.113296 1.576235 -1.674707 1.279 -0.098 1.656 -0.301
H -2.666181 -0.945580 -0.225789 0.027 -1.045 0.467 0.230
N 2.975583 -0.390222 3.014773 -0.378 1.547 1.764 -0.516
N 1.139267 -0.809587 -0.238233 0.759 -1.296 -1.689 -0.787
C 1.824014 -0.653751 0.827722 1.362 0.052 4.296 0.675
H -1.723582 -1.058769 -1.848408 -0.743 -0.397 0.992 0.216
H -0.925226 0.881337 0.248829 0.160 -0.065 1.319 0.206
H -3.149893 -0.092597 -1.632583 0.394 0.343 0.269 0.247
H 1.374941 -1.359839 -1.076628 1.072 0.181 0.927 0.459
```
Positions in Å, forces in eV/Å.

2S+1   1
Energy relative to the best compared isomer or geometry (same formula, charge and spin)   4.579 eV
Orbital gap   9.459 eV
Lowest unoccupied orbital energy   -0.135 Ha
Charge   +1


(2)
C52H55N4O8P2RbS3 | ωB97M-V/def2-TZVPD

Structure (XYZ):
```
125
Properties=species:S:1:pos:R:3:forces:R:3:lowdin_charge:R:1
C 1.355725 -4.933754 -0.124449 -0.090 -0.630 0.345 -0.255
N 1.906012 -1.697930 2.435731 0.001 0.067 -0.061 0.040
C -0.994203 4.660874 -1.650906 -0.084 -0.036 -0.070 -0.089
C 4.405874 4.093162 -2.415524 0.082 0.019 0.050 -0.073
S 1.895470 0.005309 -2.926459 -0.548 0.506 -1.841 0.640
H -3.093782 5.164938 2.787695 0.032 0.081 0.040 0.107
O -2.682763 -3.259530 -0.913096 0.115 -0.251 0.116 0.106
H 2.234837 -6.752898 -3.944870 -0.101 -0.042 0.014 0.103
O 2.533641 1.413521 1.764099 1.403 -0.504 -0.161 -0.502
H 2.659824 -1.051536 2.215840 0.006 0.005 0.010 0.001
H 1.441209 1.356618 6.701799 0.097 0.028 0.073 0.107
C -1.301090 0.675400 4.847046 0.078 0.086 0.071 -0.055
H 4.498297 -6.151447 -3.888294 0.118 0.004 0.021 0.103
C 4.075110 4.588463 -3.667950 0.024 0.050 -0.068 -0.087
P -1.710870 0.519599 2.022490 -0.544 0.053 0.747 1.104
H -0.740181 0.468754 -3.162763 -0.132 0.045 -0.030 -0.023
H 0.743529 3.984349 -3.627295 -0.051 -0.003 -0.046 0.105
C -3.433245 -3.485626 3.495536 -0.070 -0.008 0.067 -0.081
O 0.721339 0.936966 -2.554492 -0.017 -0.295 -0.851 -0.750
H 5.450121 -4.227168 -2.886734 0.138 -0.040 -0.036 0.111
C 1.776115 0.017839 -4.780538 0.055 -0.317 1.057 -0.173
O 3.176079 0.695422 -2.638992 0.624 0.198 0.002 -0.481
C -2.968690 1.845075 2.122000 0.033 -0.028 -0.229 -0.347
C 2.089671 3.562745 -2.014868 0.091 -0.215 -0.027 -0.372
C -0.208186 -6.423850 0.916836 -0.086 -0.080 -0.054 -0.091
H -0.921047 0.705042 6.948064 -0.025 -0.036 0.086 0.107
C 2.142747 -6.879600 1.096196 -0.013 0.094 -0.053 -0.093
C 0.527914 1.344018 3.457740 -0.375 -0.152 -0.439 -0.392
H 2.284308 -2.636730 2.364231 -0.009 -0.023 -0.046 0.026
H 2.962555 -7.483798 1.449462 0.086 -0.115 0.077 0.105
H -1.589916 3.242681 2.980879 0.033 0.083 0.034 0.086
N -4.466382 -1.824025 -2.018346 -0.176 0.155 -0.260 0.024
H 4.845090 4.986330 -4.317617 -0.013 -0.013 0.012 0.100
H 0.612878 -8.096225 1.966071 -0.013 -0.088 0.060 0.100
C 2.756456 4.565347 -4.089545 0.042 0.042 -0.189 -0.083
H -4.232625 -1.873635 -3.003410 -0.096 0.045 -0.056 0.098
H -3.917446 2.179002 -1.346974 -0.028 -0.078 0.022 0.097
C -2.416192 -1.971198 -0.737138 -0.567 -0.038 -0.220 -0.520
H -3.795213 -4.453691 3.810820 -0.038 -0.057 0.028 0.102
C 1.089285 5.646544 2.763182 0.036 -0.110 0.110 -0.068
C -1.669147 -2.109687 2.640646 -0.059 0.082 0.023 -0.108
O 3.830454 -0.367568 -0.265812 -0.071 0.037 0.015 -0.139
C -3.815723 -1.139062 3.125314 0.068 0.082 -0.065 -0.094
H 1.501252 5.804152 -0.582288 0.000 0.009 -0.083 0.106
H -5.279778 -2.478718 3.908291 -0.084 -0.054 0.015 0.102
H -5.357465 4.884802 1.837199 -0.045 0.029 0.000 0.103
C 0.953990 4.276075 2.912158 -0.073 0.015 0.353 -0.070
H 5.437298 4.082974 -2.092673 0.052 0.026 0.049 0.105
S 3.976141 -5.116283 -0.060664 -0.063 0.168 0.097 1.030
H 3.760712 0.363180 0.363675 -0.059 -0.023 0.070 -0.001
H -0.767111 -4.677519 -0.191945 -0.155 0.142 0.014 0.090
C 0.048239 -5.291611 0.153048 0.052 0.210 0.006 -0.007
H 1.074984 6.285140 3.633426 -0.016 0.044 0.094 0.105
H 3.399894 -2.789801 -0.061345 -0.028 0.014 -0.280 0.085
C 0.820487 1.246101 5.826161 0.097 0.092 -0.112 -0.063
H -3.566153 -3.302330 -1.356975 0.095 0.192 0.074 0.107
C 1.765299 4.036694 -3.277808 -0.054 -0.080 0.181 -0.086
C -0.729384 3.335388 -1.316262 0.119 -0.291 -0.099 -0.310
C -5.094234 2.787412 1.475417 -0.135 0.071 -0.054 -0.090
H 3.707821 0.064307 -1.146668 0.145 -0.044 0.084 -0.026
O -1.426378 -1.593056 -0.167656 -0.686 -0.554 -0.216 -0.181
C 1.341676 1.490263 4.567301 0.288 0.014 0.022 -0.079
C -2.125765 -3.344612 3.055055 0.027 -0.078 0.064 -0.062
H 0.842200 3.854977 3.899714 -0.027 -0.026 0.083 0.102
Rb 0.777891 -0.515602 -0.302077 1.016 -0.443 0.900 0.875
H -1.469739 -4.201900 3.028196 0.101 -0.078 -0.025 0.102
H 0.166106 -2.166951 -2.354455 -0.049 -0.230 -0.038 0.029
C 4.376284 -4.347001 -2.872834 -0.170 0.055 -0.349 -0.064
C 1.381414 -5.133924 -2.984575 0.149 -0.065 -0.067 0.025
C 1.403002 -3.764958 -2.340122 -0.058 -0.337 0.065 -0.517
C 0.973617 3.468716 1.790925 -0.094 -0.217 -0.457 -0.337
O -1.639069 0.216451 -3.500307 0.047 -0.148 -0.045 -0.088
H 2.499881 4.949332 -5.067365 -0.025 0.008 -0.067 0.100
C -1.795693 2.449943 -1.203160 0.218 -0.023 -0.086 -0.102
H 2.712560 -0.351187 -5.178668 0.174 -0.113 -0.035 0.046
C 1.305530 5.371860 0.388182 0.093 -0.009 0.047 -0.070
H -1.810182 0.862894 -4.187765 -0.091 0.078 -0.107 0.046
H -2.928626 -0.321981 -1.977813 -0.036 -0.141 0.139 0.093
H -2.321822 0.340418 4.959015 -0.081 -0.052 0.019 0.111
C 0.827056 -7.217408 1.377281 -0.062 -0.044 0.050 -0.096
C -0.782167 0.895732 3.574740 0.118 0.046 -0.208 -0.358
H -6.080720 2.662377 1.051992 -0.073 -0.044 -0.049 0.105
H -3.891301 -0.474163 -0.499422 -0.015 -0.013 0.079 0.112
H -4.480965 -0.287298 3.175756 0.015 0.030 0.010 0.095
H 4.209682 -2.313297 -2.224636 -0.108 -0.080 0.043 0.152
C -4.268105 -2.381957 3.540935 -0.130 -0.102 0.067 -0.083
C 1.106514 4.000975 0.512393 0.103 -0.281 -0.009 -0.325
H 3.660663 3.204873 -0.608987 0.108 -0.039 0.021 0.113
C -4.692456 4.036585 1.917442 -0.022 0.019 0.009 -0.085
H -4.550354 0.746836 1.172053 -0.058 -0.058 -0.013 0.084
C -2.514113 -0.998853 2.661795 -0.026 0.088 -0.265 -0.370
S 1.080248 1.654792 1.764601 -0.480 1.110 1.926 0.753
C -2.574858 3.108956 2.557569 0.018 -0.150 0.086 -0.076
H 1.441263 7.252363 1.394002 0.011 0.089 -0.007 0.107
H 0.967751 -0.664936 -5.016523 -0.166 -0.094 -0.172 0.040
C -3.347502 4.199098 -1.738737 -0.075 -0.127 0.036 -0.083
N 1.759270 -3.825903 -0.877265 -0.241 0.497 -0.482 0.022
H -0.187635 5.370217 -1.755115 0.032 0.010 -0.008 0.092
H -1.230537 -6.679162 1.155994 -0.074 -0.034 -0.020 0.101
H 1.673333 -1.551477 3.412009 -0.011 0.028 0.019 0.024
H -0.650048 -1.987455 2.293539 0.030 -0.114 -0.031 0.075
H -4.362728 4.536082 -1.888877 -0.090 0.031 -0.028 0.102
H 1.567132 1.015130 -5.142072 -0.027 0.327 0.131 0.047
C 2.431478 -5.802918 -3.463178 -0.516 0.020 0.041 -0.061
C 3.417127 3.593693 -1.590973 -0.105 0.077 -0.030 -0.101
C 1.290882 6.188233 1.505090 0.003 0.045 -0.115 -0.061
C -4.232636 1.707899 1.553069 0.065 -0.069 0.095 -0.129
C 3.612876 -3.229403 -2.211370 0.314 -0.150 0.105 -0.267
N 0.145376 -3.152575 -2.595774 -0.113 0.231 -0.276 0.164
C 3.174268 -3.588749 -0.773925 0.879 0.090 0.583 -0.407
H -5.384591 -1.404069 -1.945265 0.061 -0.099 0.012 0.090
C 3.833606 -5.432934 -3.426187 0.464 0.369 -0.030 -0.096
C -2.292986 5.089461 -1.852136 0.031 0.148 -0.023 -0.073
C -3.451988 -1.033330 -1.324828 0.091 -0.028 -0.010 -0.140
H -1.598183 1.415016 -0.954557 -0.034 -0.028 0.016 0.069
H 2.371528 1.785945 4.429393 0.125 0.037 -0.001 0.121
H -0.593026 -3.631417 -2.097267 -0.084 0.098 -0.033 0.064
C -3.094491 2.875101 -1.425690 -0.150 0.039 -0.001 -0.084
H -2.483155 6.127109 -2.087414 -0.014 0.071 -0.057 0.103
H 0.389259 -5.541771 -3.108657 -0.078 -0.181 -0.018 0.114
O 2.396131 -2.934713 -2.871689 -0.089 -0.369 0.069 -0.030
C 2.395597 -5.739606 0.360255 0.035 0.263 -0.016 -0.465
C -3.425804 4.192444 2.454766 -0.020 0.137 -0.033 -0.065
C -0.507773 0.870750 5.964084 -0.183 -0.105 -0.012 -0.059
P 0.954363 2.731036 -0.858154 -0.055 1.547 0.022 1.060
```
Positions in Å, forces in eV/Å.

2S+1   1
Energy relative to the best compared isomer or geometry (same formula, charge and spin)   1.435 eV
Orbital gap   7.475 eV
Lowest unoccupied orbital energy   0.001 Ha


(3)
C5H10MgO4Tl | ωB97M-V/def2-TZVPD

Structure (XYZ):
```
21
Properties=species:S:1:pos:R:3:forces:R:3:lowdin_charge:R:1
C 1.409857 1.391888 2.433951 0.501 2.660 -1.796 -0.272
C 0.736408 -2.019262 -0.557052 0.078 -0.656 -0.615 -0.269
H -0.013945 -1.617027 -2.603527 -0.062 -0.168 0.207 0.151
H 1.656755 1.458526 3.513843 -1.340 2.037 -0.121 0.096
Mg -0.874826 -0.153750 1.158552 0.497 1.329 0.075 0.818
H 1.624686 -1.477432 -0.933422 0.040 -0.121 0.651 0.142
H 1.094932 2.149389 1.413107 -0.374 -0.557 3.758 0.156
O 0.324454 -1.671720 0.721919 -2.318 0.594 -4.107 -0.564
H -1.236671 -2.295879 -1.452218 -0.066 0.548 0.013 0.158
C -0.732430 0.864225 -1.656808 -4.042 -2.734 -1.432 0.095
H 0.947799 -3.103476 -0.562139 -0.047 0.355 -0.545 0.144
O -1.917775 1.282910 0.364493 0.176 -0.151 -0.712 -0.234
Tl 1.126833 -1.932938 2.546104 2.679 -1.703 4.663 0.994
H -1.170375 2.732315 -0.934622 -0.476 0.152 0.202 0.162
C -0.355993 -1.653503 -1.562895 0.914 -0.576 -0.716 -0.043
H -2.564291 1.853449 -1.549647 0.334 -0.293 -0.226 0.181
C -1.670693 1.733102 -0.892455 1.834 0.776 1.771 -0.307
O -0.721699 -0.314784 -1.149263 0.228 1.261 0.773 -0.058
H -0.739911 0.881945 -2.755744 1.251 0.536 0.074 0.180
H 2.443971 1.616818 2.121697 0.774 -2.437 -0.793 0.048
O 0.632913 0.275204 2.336128 -0.584 -0.849 -1.124 -0.577
```
Positions in Å, forces in eV/Å.

2S+1   1
Energy relative to the best compared isomer or geometry (same formula, charge and spin)   0.000 eV
Orbital gap   5.684 eV
Lowest unoccupied orbital energy   -0.217 Ha
Charge   +1


(4)
C6H11N | ωB97M-V/def2-TZVPD

Structure (XYZ):
```
18
Properties=species:S:1:pos:R:3:forces:R:3:nbo_charge:R:1
H 0.359758 -2.803406 -0.932270 -3.420 2.587 -0.870 0.345
H -1.353894 -2.024004 0.704706 -1.563 -0.846 1.585 0.217
H 2.508446 0.381277 0.946685 -2.613 -0.444 -2.144 0.205
C 1.521141 0.424287 0.183319 0.330 -2.447 3.968 -0.343
H 0.032196 -0.470683 1.697519 -0.119 0.528 0.762 0.200
H 1.133180 2.020061 1.319109 0.866 2.208 3.786 0.207
C 0.194334 -0.606215 0.653246 4.147 3.372 -0.901 -0.240
H -1.023863 2.035812 1.107679 -0.637 -0.447 0.474 0.200
H 1.842891 0.291553 -0.809413 0.333 -0.643 -1.181 0.195
C -0.637738 1.627521 0.179009 -0.178 -2.627 4.706 -0.334
H 0.018375 -1.060354 -1.529857 -1.568 -4.332 -0.194 0.337
H -1.109330 2.196902 -0.489046 -1.323 2.138 -3.226 0.199
C 0.898722 1.802292 0.384352 -2.597 -4.168 -3.806 -0.450
N -0.569342 -2.072493 -1.171634 5.542 1.213 -0.880 -0.779
H -0.741476 0.302291 -1.322403 -0.116 -1.597 2.297 0.181
C -0.819497 -1.401280 0.080829 -0.021 -2.189 -1.400 -0.063
H 1.243521 2.300604 -0.443465 1.263 2.397 -1.118 0.218
C -0.977695 0.042961 -0.155390 1.675 5.297 -1.859 -0.295
```
Positions in Å, forces in eV/Å.

2S+1   1
Energy relative to the best compared isomer or geometry (same formula, charge and spin)   7.560 eV
Orbital gap   9.504 eV
Lowest unoccupied orbital energy   0.037 Ha